(1)
Molecular formula: C37H49BrCl
Method: DFT, ωB97M-V/def2-TZVPD

Each atom is followed by the atoms it is bonded to, with distances in Å.
Geometry (Å):
1 C -2.35 7.65 3.92  C2 1.527, H16 1.095, H17 1.097, H18 1.098
2 C -2.08 6.48 2.97  C1 1.527, C3 1.536, H19 1.098, H20 1.096
3 C -2.10 6.91 1.50  C2 1.536, C4 1.536, H21 1.099, H22 1.102
4 C -2.20 5.75 0.49  C3 1.536, C5 1.535, H23 1.102, H24 1.098
5 C -0.87 5.04 0.20  C4 1.535, C6 1.537, H25 1.100, H26 1.101
6 C -0.39 4.10 1.32  C5 1.537, C7 1.539, H27 1.096, H28 1.096
7 C 0.02 2.70 0.84  C6 1.539, C8 1.546, H29 1.101, H30 1.099
8 C 1.12 2.03 1.71  C7 1.546, C9 1.547, H31 1.096, H32 1.100
9 C 0.75 0.67 2.35  C8 1.547, C10 1.514, H33 1.097, H34 1.104
10 C 0.60 0.57 3.85  C9 1.514, Cl11 1.798, C12 1.384
11 Cl 2.18 1.00 4.59  C10 1.798
12 C -0.48 1.12 4.52  C10 1.384, Br13 2.273, C14 1.543, H35 1.092
13 Br -0.59 3.37 4.84  C12 2.273
14 C -1.86 0.88 3.87  C12 1.543, C15 1.546, H36 1.093, H37 1.096
15 C -2.22 -0.60 3.63  C14 1.546, H38 1.098, H39 1.097, H40 1.094
16 H -2.45 7.31 4.96  C1 1.095
17 H -1.53 8.38 3.90  C1 1.097
18 H -3.27 8.18 3.65  C1 1.098
19 H -2.82 5.68 3.13  C2 1.098
20 H -1.12 6.04 3.22  C2 1.096
21 H -2.94 7.60 1.33  C3 1.099
22 H -1.18 7.48 1.30  C3 1.102
23 H -2.90 5.00 0.88  C4 1.102
24 H -2.63 6.13 -0.45  C4 1.098
25 H -0.97 4.48 -0.74  C5 1.100
26 H -0.11 5.82 0.01  C5 1.101
27 H -1.20 3.99 2.05  C6 1.096
28 H 0.44 4.54 1.88  C6 1.096
29 H -0.87 2.06 0.83  C7 1.101
30 H 0.36 2.77 -0.20  C7 1.099
31 H 1.41 2.72 2.51  C8 1.096
32 H 2.01 1.88 1.09  C8 1.100
33 H 1.51 -0.06 2.05  C9 1.097
34 H -0.20 0.31 1.91  C9 1.104
35 H -0.51 0.84 5.57  C12 1.092
36 H -2.60 1.32 4.55  C14 1.093
37 H -1.93 1.46 2.95  C14 1.096
38 H -2.42 -0.81 2.57  C15 1.098
39 H -3.12 -0.89 4.19  C15 1.097
40 H -1.39 -1.25 3.93  C15 1.094
41 C 0.84 0.85 -2.38  C42 1.389, C46 1.391, H47 1.082
42 C -0.27 1.47 -2.94  C41 1.389, C43 1.388, H48 1.083
43 C -0.35 1.65 -4.31  C42 1.388, C44 1.388, H49 1.083
44 C 0.68 1.21 -5.14  C43 1.388, C45 1.389, H50 1.083
45 C 1.79 0.59 -4.58  C44 1.389, C46 1.389, H51 1.083
46 C 1.87 0.41 -3.21  C41 1.391, C45 1.389, H52 1.084
47 H 0.90 0.71 -1.31  C41 1.082
48 H -1.07 1.81 -2.30  C42 1.083
49 H -1.21 2.14 -4.75  C43 1.083
50 H 0.62 1.36 -6.21  C44 1.083
51 H 2.59 0.23 -5.22  C45 1.083
52 H 2.73 -0.08 -2.77  C46 1.084
53 C 1.40 -2.18 -0.08  C54 1.389, C58 1.384, H59 1.079
54 C 1.79 -3.05 0.93  C53 1.389, C55 1.390, H60 1.084
55 C 1.94 -4.40 0.66  C54 1.390, C56 1.390, H61 1.083
56 C 1.70 -4.88 -0.63  C55 1.390, C57 1.389, H62 1.084
57 C 1.32 -4.00 -1.63  C56 1.389, C58 1.387, H63 1.083
58 C 1.16 -2.65 -1.35  C53 1.384, C57 1.387, H64 1.083
59 H 1.27 -1.13 0.15  C53 1.079
60 H 1.96 -2.66 1.93  C54 1.084
61 H 2.22 -5.08 1.45  C55 1.083
62 H 1.81 -5.93 -0.84  C56 1.084
63 H 1.12 -4.37 -2.63  C57 1.083
64 H 0.84 -1.97 -2.13  C58 1.083
65 C 3.84 -3.74 -4.28  C66 1.388, C70 1.389, H71 1.083
66 C 2.73 -3.12 -4.85  C65 1.388, C67 1.388, H72 1.083
67 C 2.65 -2.95 -6.22  C66 1.388, C68 1.389, H73 1.083
68 C 3.67 -3.41 -7.04  C67 1.389, C69 1.389, H74 1.083
69 C 4.78 -4.04 -6.48  C68 1.389, C70 1.389, H75 1.083
70 C 4.86 -4.20 -5.10  C65 1.389, C69 1.389, H76 1.083
71 H 3.90 -3.87 -3.21  C65 1.083
72 H 1.94 -2.76 -4.21  C66 1.083
73 H 1.79 -2.46 -6.65  C67 1.083
74 H 3.61 -3.28 -8.11  C68 1.083
75 H 5.58 -4.40 -7.11  C69 1.083
76 H 5.73 -4.69 -4.66  C70 1.083
77 C -1.89 -4.33 1.52  C78 1.388, C82 1.389, H83 1.084
78 C -3.03 -4.33 2.31  C77 1.388, C79 1.389, H84 1.082
79 C -3.79 -5.48 2.42  C78 1.389, C80 1.389, H85 1.083
80 C -3.42 -6.64 1.75  C79 1.389, C81 1.389, H86 1.083
81 C -2.28 -6.63 0.95  C80 1.389, C82 1.388, H87 1.083
82 C -1.52 -5.48 0.84  C77 1.389, C81 1.388, H88 1.082
83 H -1.29 -3.43 1.43  C77 1.084
84 H -3.31 -3.43 2.84  C78 1.082
85 H -4.68 -5.49 3.04  C79 1.083
86 H -4.02 -7.54 1.84  C80 1.083
87 H -1.98 -7.53 0.43  C81 1.083
88 H -0.63 -5.47 0.22  C82 1.082

Output
E_LUMO, Ha: 0.081
E_tot, eV: -121729.825
HOMO level, eV: -3.23
Net charge: -1

(2)
Molecular formula: C20H41Cl24N3O3
Method: DFT, ωB97M-V/def2-TZVPD

Each atom is followed by the atoms it is bonded to, with distances in Å.
Geometry (Å):
1 C -0.91 5.56 2.23  Cl2 1.755, Cl3 1.709, Cl4 1.737, H5 1.092
2 Cl 0.52 6.18 3.04  C1 1.755
3 Cl -0.76 5.61 0.53  C1 1.709
4 Cl -2.36 6.41 2.67  C1 1.737
5 H -0.92 4.48 2.38  C1 1.092
6 C 2.43 2.96 5.48  Cl7 1.803, Cl8 1.728, Cl9 1.743, H10 1.086
7 Cl 0.70 3.02 4.98  C6 1.803
8 Cl 3.30 1.73 4.63  C6 1.728
9 Cl 2.70 2.68 7.18  C6 1.743
10 H 2.92 3.89 5.20  C6 1.086
11 C -3.10 -1.82 -0.44  Cl12 1.753, Cl13 1.792, Cl14 1.787, H15 1.093
12 Cl -4.14 -2.72 -1.54  C11 1.753
13 Cl -4.05 -1.29 0.98  C11 1.792
14 Cl -2.32 -0.46 -1.28  C11 1.787
15 H -2.34 -2.48 0.00  C11 1.093
16 C -3.40 0.67 4.78  Cl17 1.756, Cl18 1.839, Cl19 1.779, H20 1.102
17 Cl -3.83 2.37 4.61  C16 1.756
18 Cl -4.48 -0.28 5.93  C16 1.839
19 Cl -1.70 0.36 5.20  C16 1.779
20 H -3.55 0.20 3.80  C16 1.102
21 C 5.09 -3.96 0.96  Cl22 1.768, Cl23 1.740, Cl24 1.883, H25 1.096
22 Cl 3.83 -4.60 2.02  C21 1.768
23 Cl 4.83 -2.25 0.73  C21 1.740
24 Cl 5.09 -5.00 -0.61  C21 1.883
25 H 6.09 -4.27 1.27  C21 1.096
26 C 0.34 6.06 -3.97  Cl27 1.808, Cl28 1.757, Cl29 1.792, H30 1.069
27 Cl 1.01 6.43 -5.61  C26 1.808
28 Cl -1.24 6.74 -3.63  C26 1.757
29 Cl 1.54 6.58 -2.74  C26 1.792
30 H 0.31 4.99 -3.87  C26 1.069
31 C 0.78 -1.64 -2.84  Cl32 1.769, Cl33 1.761, Cl34 1.823, H35 1.073
32 Cl 1.83 -0.84 -4.02  C31 1.769
33 Cl 1.63 -1.84 -1.31  C31 1.761
34 Cl 0.01 -3.19 -3.40  C31 1.823
35 H -0.06 -0.99 -2.69  C31 1.073
36 C 5.60 2.59 1.72  Cl37 1.781, Cl38 1.705, Cl39 1.745, H40 1.103
37 Cl 5.11 0.88 1.60  C36 1.781
38 Cl 4.53 3.57 0.83  C36 1.705
39 Cl 7.28 2.69 1.27  C36 1.745
40 H 5.47 2.90 2.77  C36 1.103
41 C -2.47 3.22 -6.56  C42 1.500, H47 1.147, H48 1.090, H49 1.099
42 C -1.09 3.29 -5.98  C41 1.500, C43 1.580, N46 1.475, H50 1.105
43 C -1.12 2.57 -4.57  C42 1.580, O44 1.437, H51 1.105, H52 1.160
44 O 0.23 2.57 -4.09  C43 1.437, C45 1.441
45 C 0.29 2.20 -2.69  O44 1.441, H53 1.083, H54 1.077, H55 1.121
46 N -0.18 2.56 -6.89  C42 1.475, H56 1.013, H57 1.005
47 H -2.94 2.18 -6.39  C41 1.147
48 H -2.40 3.28 -7.64  C41 1.090
49 H -3.16 4.02 -6.25  C41 1.099
50 H -0.72 4.31 -5.79  C42 1.105
51 H -1.52 1.54 -4.66  C43 1.105
52 H -1.88 3.12 -3.88  C43 1.160
53 H -0.23 2.89 -2.05  C45 1.083
54 H 1.32 2.24 -2.36  C45 1.077
55 H -0.13 1.19 -2.44  C45 1.121
56 H -0.68 1.71 -7.12  N46 1.013
57 H 0.69 2.38 -6.41  N46 1.005
58 C -2.42 -6.35 -0.79  C59 1.515, H64 1.099, H65 1.107, H66 1.067
59 C -1.93 -5.45 0.32  C58 1.515, C60 1.549, N63 1.427, H67 1.112
60 C -1.20 -6.36 1.34  C59 1.549, O61 1.441, H68 1.119, H69 1.098
61 O -0.70 -5.66 2.49  C60 1.441, C62 1.427
62 C -0.02 -6.51 3.41  O61 1.427, H70 1.096, H71 1.081, H72 1.091
63 N -1.10 -4.46 -0.28  C59 1.427, H73 1.000, H74 0.973
64 H -3.31 -6.91 -0.45  C58 1.099
65 H -1.61 -7.05 -1.06  C58 1.107
66 H -2.74 -5.86 -1.68  C58 1.067
67 H -2.81 -4.94 0.75  C59 1.112
68 H -0.30 -6.86 0.89  C60 1.119
69 H -1.97 -7.07 1.68  C60 1.098
70 H -0.01 -6.01 4.39  C62 1.096
71 H 0.98 -6.76 3.10  C62 1.081
72 H -0.50 -7.47 3.60  C62 1.091
73 H -0.53 -3.93 0.36  N63 1.000
74 H -0.58 -4.93 -0.96  N63 0.973
75 C 1.38 2.09 1.11  C76 1.540, H81 1.137, H82 1.101, H83 1.087
76 C 0.18 1.12 1.01  C75 1.540, C77 1.542, N80 1.468, H84 1.068
77 C 0.51 -0.19 1.76  C76 1.542, O78 1.420, H85 1.098, H86 1.109
78 O -0.62 -1.05 1.71  C77 1.420, C79 1.459
79 C -0.49 -2.07 2.75  O78 1.459, H87 1.116, H88 1.139, H89 1.094
80 N -1.01 1.88 1.41  C76 1.468, H90 0.999, H91 1.020
81 H 2.25 1.62 0.56  C75 1.137
82 H 1.74 2.37 2.11  C75 1.101
83 H 1.16 3.05 0.66  C75 1.087
84 H 0.08 0.90 -0.03  C76 1.068
85 H 0.63 0.05 2.83  C77 1.098
86 H 1.42 -0.69 1.38  C77 1.109
87 H 0.48 -2.61 2.65  C79 1.116
88 H -1.26 -2.89 2.60  C79 1.139
89 H -0.55 -1.61 3.74  C79 1.094
90 H -1.87 1.48 1.11  N80 0.999
91 H -1.10 1.91 2.43  N80 1.020

Output
E_LUMO, Ha: 0.007
E_tot, eV: -332553.165
HOMO level, eV: -9.21
Net charge: 0
SMILES: COC[C@H](C)N.COC[C@H](C)N.COC[C@H](C)N.ClC(Cl)Cl.ClC(Cl)Cl.ClC(Cl)Cl.ClC(Cl)Cl.ClC(Cl)Cl.ClC(Cl)Cl.ClC(Cl)Cl.ClC(Cl)Cl